# 1
This record from the OMol25 dataset describes a structure of composition C15H43CrFNO17P4 at a distorted geometry. The level of theory is ωB97M-V/def2-TZVPD.

```
82
C15H43CrFNO17P4 (ωB97M-V/def2-TZVPD)
Cr 0.2004 0.2386 0.4726
F 0.0974 1.1773 3.1317
C 1.3184 -2.1337 -4.2961
C 0.9475 -0.7308 -4.0254
O 0.5372 -0.3435 -2.9036
N 1.1475 0.1630 -5.0001
C 0.8080 1.5650 -4.7962
H 0.6332 -2.7605 -3.7254
H 2.3260 -2.3429 -3.9366
H 1.1639 -2.3547 -5.3522
H 1.3584 -0.1928 -5.9216
H 0.6805 1.9497 -5.8081
H 1.6181 2.0515 -4.2530
H -0.1891 1.5939 -4.3569
C 6.3355 -0.4313 -1.9190
O 6.4220 0.3865 -0.7188
P 5.2794 1.4224 -0.3710
O 3.9072 0.7912 -0.1177
O 5.9051 2.2972 0.8571
C 5.2924 2.5846 2.1248
O 5.2907 2.5919 -1.5558
C 6.4038 3.3329 -2.0539
H 6.3573 0.1949 -2.8109
H 5.4369 -1.0466 -1.8748
H 7.1628 -1.1408 -1.9086
H 6.0074 3.0766 2.7842
H 4.8362 1.7850 2.7085
H 4.4326 3.2047 1.8715
H 6.8592 3.9027 -1.2439
H 6.1270 4.0124 -2.8600
H 7.1541 2.7076 -2.5378
C -4.5330 -2.6086 2.9142
O -5.1560 -1.8648 1.8645
P -4.5555 -1.9056 0.3686
O -3.1721 -1.3236 0.4810
O -4.6247 -3.4272 -0.1505
C -5.8586 -4.1216 0.0445
O -5.6879 -1.0607 -0.5045
C -6.0349 0.2631 -0.1803
H -4.8435 -3.6515 2.9778
H -4.9338 -2.2488 3.8618
H -3.4495 -2.5008 2.8628
H -6.7530 -3.5249 -0.1349
H -5.8589 -4.5377 1.0519
H -5.8622 -4.8588 -0.7584
H -5.4762 0.5411 0.7134
H -7.1058 0.3932 -0.0243
H -5.8658 0.9168 -1.0360
C -2.9747 4.7286 1.8695
O -2.3600 5.4629 0.8251
P -1.7617 4.7500 -0.5483
O -0.8484 3.5736 -0.3963
O -3.1333 4.4784 -1.3239
C -3.9589 5.5275 -1.7377
O -1.2392 6.0346 -1.3361
C 0.1572 6.4808 -1.1503
H -3.9409 5.1488 2.1488
H -2.3560 4.8132 2.7629
H -3.0506 3.6569 1.6856
H -3.4450 6.2743 -2.3430
H -4.3813 5.8385 -0.7822
H -4.7572 4.9896 -2.2490
H 0.6224 6.9194 -2.0330
H 0.9429 5.9292 -0.6341
H -0.0569 7.2477 -0.4058
C -0.6626 -5.9925 1.1930
O 0.6906 -5.7639 1.5577
P 1.1133 -4.4034 2.4068
O 1.0468 -3.1044 1.6906
O 2.6409 -4.7592 3.0013
C 3.3144 -3.8505 3.8516
O 0.1574 -4.3490 3.7516
C -0.2691 -5.4423 4.4731
H -0.8371 -6.1401 0.1272
H -1.2621 -5.1677 1.5782
H -0.9613 -6.8270 1.8275
H 2.6682 -3.0841 4.2795
H 3.9999 -3.2608 3.2430
H 3.8857 -4.3828 4.6121
H -0.1917 -6.3719 3.9092
H -1.2812 -5.3856 4.8739
H 0.4035 -5.6001 5.3163
```

Computed properties:
HOMO-LUMO gap (spin up / spin down), hartree: 0.2119 / 0.2957
E_LUMO (spin up / spin down), eV: -6.32 / -4.05
Expectation value of S²: 6.47
Spin multiplicity: 5
Strongest force on any atom, eV/Å: 3.6
Charge: +1
Molecular weight, g mol⁻¹: 704.39



# 2
This record from the OMol25 dataset describes a structure of composition C10H4Cl2F3MoN2O6S at a distorted geometry. The level of theory is ωB97M-V/def2-TZVPD.

```
29
C10H4Cl2F3MoN2O6S (ωB97M-V/def2-TZVPD)
Mo -1.3774 -0.5728 -0.5411
Cl -1.0189 -0.6183 4.3035
C 0.2607 -0.6250 3.1728
C 1.5990 -0.6519 3.6282
C 2.6335 -0.6525 2.7379
Cl 4.2524 -0.6811 3.3050
C 2.3777 -0.6264 1.3362
C 3.3624 -0.6168 0.3314
C 3.0045 -0.5827 -0.9932
C 1.6511 -0.5588 -1.3383
N 0.7072 -0.5760 -0.4113
C 1.0392 -0.6057 0.9201
C -0.0198 -0.6027 1.8349
O -1.3145 -0.5691 1.3472
H 1.7890 -0.6695 4.6917
H 4.4069 -0.6322 0.6124
H 3.7494 -0.5709 -1.7742
H 1.3192 -0.5256 -2.3670
O -4.6779 -0.5094 -0.3201
N -3.5521 -0.5304 -0.4404
F -3.1513 2.2040 -4.0009
C -3.2171 1.7945 -2.7625
F -3.6968 0.5428 -2.7338
F -3.9892 2.5771 -2.0396
S -1.4766 1.8244 -2.0891
O -1.0012 3.1153 -2.4007
O -0.8104 0.6276 -2.6468
O -1.4140 1.5075 -0.6276
O -1.4350 -2.2154 -0.7347
```

Computed properties:
HOMO-LUMO gap (spin up / spin down), hartree: 0.2523 / 0.2066
E_LUMO (spin up / spin down), eV: -5.53 / -6.77
Expectation value of S²: 2.01
Spin multiplicity: 3
Strongest force on any atom, eV/Å: 1.9
Charge: +1
Molecular weight, g mol⁻¹: 504.06



# 3
This record from the OMol25 dataset describes an isolated molecule of C18H26N2O6S at a distorted geometry. The level of theory is ωB97M-V/def2-TZVPD.

```
53
C18H26N2O6S (ωB97M-V/def2-TZVPD)
C 3.9919 3.3150 -1.5122
O 3.4365 3.3769 -0.2187
C 3.0404 2.2172 0.3639
C 2.4571 2.3190 1.6274
C 2.0226 1.2000 2.3066
C 2.1494 -0.0705 1.7416
O 1.7143 -1.2218 2.3137
C 1.2323 -1.1789 3.6370
C 2.7384 -0.1639 0.4847
S 2.9731 -1.7454 -0.3438
O 3.2289 -2.7779 0.6120
O 3.9433 -1.5259 -1.3802
N 1.5561 -2.1360 -1.1197
C 1.2316 -1.4203 -2.3277
C 0.3222 -0.2202 -2.0705
C -0.9419 -0.6699 -1.3320
C -1.7764 0.5534 -0.9679
O -1.2579 1.6445 -0.8214
N -3.1143 0.3924 -0.8073
C -3.8818 -0.8276 -0.8291
C -4.3438 -1.1709 0.6066
O -4.3593 -0.0291 1.4297
C -4.8654 1.0953 0.7503
C -3.8976 1.5351 -0.3646
C -0.5346 -1.3784 -0.0332
C 0.4281 -2.5344 -0.3196
C 3.1794 0.9530 -0.1977
H 4.2228 4.3446 -1.7808
H 3.2791 2.9021 -2.2324
H 4.9100 2.7200 -1.5273
H 2.3507 3.2984 2.0656
H 1.5757 1.3239 3.2797
H 1.0317 -2.2149 3.9045
H 1.9771 -0.7666 4.3237
H 0.3055 -0.5991 3.7086
H 0.7372 -2.1202 -3.0132
H 2.1794 -1.1142 -2.7698
H 0.8363 0.5243 -1.4616
H 0.0512 0.2476 -3.0187
H -1.4976 -1.3548 -1.9787
H -4.7565 -0.6590 -1.4697
H -3.3125 -1.6554 -1.2430
H -3.6584 -1.8695 1.0910
H -5.3455 -1.6280 0.5704
H -4.9717 1.8804 1.4996
H -5.8592 0.8662 0.3369
H -4.4533 1.9575 -1.2102
H -3.1882 2.2812 -0.0022
H -0.0505 -0.6457 0.6117
H -1.4109 -1.7640 0.4901
H -0.1029 -3.3328 -0.8540
H 0.8356 -2.9378 0.6075
H 3.6426 0.7852 -1.1556
```

Computed properties:
SMILES string: COc1ccc(OC)c(S(=O)(=O)N2CCC(C(=O)N3CCOCC3)CC2)c1
HOMO-LUMO gap, hartree: 0.3229
E_LUMO, eV: 0.58
Strongest force on any atom, eV/Å: 1.1
Charge: 0
Molecular weight, g mol⁻¹: 398.48



# 4
This record from the OMol25 dataset describes a structure of composition C24H40AlBN6 at a distorted geometry. The level of theory is ωB97M-V/def2-TZVPD.

```
72
C24H40AlBN6 (ωB97M-V/def2-TZVPD)
Al -23.2518 -23.2421 2.4473
B -24.1926 -25.7399 3.9584
H -23.4787 -25.9259 3.1709
H -24.2164 -26.5951 4.6159
H -23.8615 -24.7962 4.3632
H -25.1976 -25.7050 3.5671
C -28.9584 -25.2318 4.8822
C -29.3184 -23.8876 5.5843
C -28.7702 -22.7218 4.6643
C -27.3132 -22.8517 4.2054
N -26.2360 -23.0370 3.8368
H -27.9282 -25.4587 5.1567
H -28.9181 -25.2031 3.7933
H -29.6107 -26.0444 5.2019
H -28.9955 -23.9127 6.6251
H -30.3705 -23.9103 5.8682
H -28.8408 -21.7138 5.0732
H -29.3840 -22.8635 3.7748
C -19.8762 -27.5480 0.8976
C -20.5721 -28.5546 -0.0812
C -22.0363 -28.1842 -0.3646
C -22.4119 -26.8003 0.0827
N -22.6707 -25.7257 0.4628
H -18.8171 -27.7473 0.7342
H -20.2145 -27.7268 1.9182
H -19.8686 -26.4776 0.6918
H -20.5382 -29.5585 0.3422
H -20.0247 -28.5082 -1.0226
H -22.7448 -28.8660 0.1057
H -22.2873 -28.1748 -1.4253
C -24.8769 -20.6502 8.0318
C -23.6085 -21.2263 8.6779
C -23.3425 -22.7443 8.2439
C -23.0015 -22.8434 6.7584
N -22.7704 -22.8749 5.6173
H -25.3165 -19.7125 8.3718
H -25.6659 -21.2545 8.4792
H -24.9152 -20.5955 6.9439
H -23.6530 -21.2241 9.7670
H -22.8419 -20.5366 8.3247
H -24.3063 -23.2421 8.3504
H -22.6077 -23.2936 8.8325
N -24.9004 -25.9602 7.1233
C -25.8766 -25.1164 7.6417
C -25.7159 -25.2167 9.0159
C -24.8913 -26.2475 9.3532
C -24.3602 -26.6861 8.1650
H -24.5401 -25.9113 6.1811
H -26.4549 -24.3679 7.1206
H -26.2187 -24.5630 9.7132
H -24.5423 -26.5279 10.3361
H -23.5689 -27.3998 7.9893
N -22.2314 -27.7736 5.0887
C -21.3579 -26.9526 5.6049
C -20.1517 -27.5884 5.7703
C -20.2855 -28.8269 5.3752
C -21.6243 -29.0188 4.9723
H -23.2120 -27.5379 5.0343
H -21.6844 -25.9593 5.8754
H -19.2968 -27.1188 6.2341
H -19.4743 -29.5360 5.4501
H -22.1928 -29.8822 4.6597
N -25.6808 -27.5454 2.0083
C -26.6472 -27.2780 1.0185
C -26.6532 -28.3548 0.2178
C -25.7455 -29.3444 0.7363
C -25.1724 -28.8396 1.8590
H -25.3155 -26.9134 2.7063
H -26.9422 -26.2395 0.9884
H -27.2973 -28.4072 -0.6475
H -25.6502 -30.3556 0.3691
H -24.4351 -29.2573 2.5286
```

Computed properties:
HOMO-LUMO gap, hartree: 0.0780
E_LUMO, eV: -11.16
Strongest force on any atom, eV/Å: 4.8
Charge: +2
Molecular weight, g mol⁻¹: 450.42